# 1
33
Properties=species:S:1:pos:R:3:forces:R:3 method="wB97M-V/def2-TZVPD" e_above_lowest_kcal_mol=0.0 largest_force_ev_per_a=0.44 spin_multiplicity=1 total_charge=+2 lumo_ev=-9.145 e_homo_ev=-17.59
W -0.010673 0.227871 -0.100983 -0.01 0.22 -0.10
O 4.010169 3.749048 2.740489 -0.12 -0.08 -0.08
C 3.055337 3.002210 2.248170 0.22 0.11 0.13
C 1.738449 3.461517 2.013531 0.10 -0.05 0.17
C 0.845044 2.563730 1.513052 0.10 -0.02 0.02
N 1.173386 1.291309 1.251535 0.33 0.14 -0.13
C 2.439332 0.864515 1.436212 -0.05 0.01 0.00
C 3.416350 1.670534 1.922503 -0.09 0.09 0.16
C 2.622728 -0.533890 0.949840 -0.15 -0.18 -0.03
O 3.535326 -1.250871 1.059494 0.04 -0.07 -0.07
O 1.418789 -0.894816 0.257229 0.07 0.23 0.27
C -0.553449 2.864124 1.083063 -0.18 -0.10 -0.03
O -1.194361 3.820470 1.303893 -0.03 0.05 -0.08
O -1.007951 1.779853 0.319757 0.34 -0.03 0.28
H 3.729910 4.650308 2.958029 0.02 0.08 0.02
H 1.436916 4.483936 2.206160 0.01 -0.01 0.01
H 4.431666 1.320297 2.055527 0.00 0.01 0.02
O -4.195924 0.167057 -4.473764 0.12 0.02 0.11
C -3.202869 0.107347 -3.624002 -0.22 -0.04 -0.16
C -1.936102 0.694002 -3.850760 -0.09 -0.17 -0.08
C -0.992040 0.532934 -2.882550 -0.10 -0.04 0.01
N -1.227190 -0.152626 -1.755557 -0.34 0.17 -0.01
C -2.447803 -0.675615 -1.520480 0.04 0.01 -0.01
C -3.468053 -0.573061 -2.408875 0.09 -0.05 -0.18
C -2.537043 -1.266708 -0.153791 0.16 -0.08 0.15
O -3.385719 -1.899674 0.334055 -0.04 0.00 0.10
O -1.333431 -0.901318 0.536664 -0.08 -0.05 -0.35
C 0.362239 1.162774 -2.863764 0.19 -0.03 0.09
O 0.932080 1.691668 -3.741113 0.02 0.09 0.01
O 0.874809 1.035913 -1.565426 -0.33 -0.26 -0.14
H -3.981143 0.633070 -5.295245 -0.03 0.04 -0.08
H -1.710412 1.261094 -4.745631 0.00 -0.01 0.00
H -4.446869 -0.986690 -2.203994 0.00 0.00 -0.02



# 2
68
Properties=species:S:1:pos:R:3:forces:R:3 method="wB97M-V/def2-TZVPD" largest_force_ev_per_a=0.92 spin_multiplicity=1 total_charge=0 lumo_ev=0.740 e_homo_ev=-9.21
C -1.257864 0.243535 0.669881 0.20 0.07 -0.13
Si 0.234763 -0.719926 0.028508 -0.30 -0.36 -0.79
C 0.000732 -0.911272 -1.833142 0.27 0.27 0.43
C 0.262718 -2.457604 0.739702 0.32 0.66 -0.41
O 1.700813 0.078663 0.214284 -0.37 -0.14 0.37
C 2.260250 0.184597 1.515334 -0.04 -0.12 0.39
C 1.728718 1.370508 2.320752 0.41 0.13 -0.10
Si 1.681547 3.026478 1.402295 0.07 0.17 0.45
C 2.485289 2.987443 -0.310877 -0.24 0.32 -0.56
C 2.314241 4.309310 -1.003492 -0.05 0.18 0.43
O 2.044834 5.361319 -0.518189 0.31 -0.38 -0.42
F 2.474455 4.208069 -2.355353 0.00 0.07 0.27
H -1.779435 0.679167 -0.185672 0.03 0.02 -0.02
H -1.952703 -0.460195 1.132863 0.01 0.08 0.16
H -1.035920 1.068796 1.345861 -0.04 -0.11 0.16
H 0.675528 -0.214503 -2.336557 -0.05 -0.03 -0.12
H 0.280047 -1.916212 -2.142039 -0.03 0.01 -0.11
H -1.021927 -0.686780 -2.135021 -0.03 -0.07 -0.03
H -0.733534 -2.861807 0.574545 -0.07 -0.09 0.27
H 0.956738 -3.022729 0.112461 0.15 -0.08 0.22
H 0.545133 -2.511982 1.789374 -0.11 -0.23 0.04
H 3.347047 0.263915 1.432643 -0.02 0.09 -0.27
H 2.084893 -0.734727 2.088734 -0.01 -0.05 -0.12
H 2.402121 1.504115 3.173673 -0.02 0.01 0.01
H 0.749450 1.169603 2.757311 -0.08 -0.06 -0.14
H 0.300001 3.526366 1.330833 -0.06 -0.10 -0.24
H 2.432615 4.017799 2.209267 0.06 -0.05 -0.04
H 3.559545 2.789939 -0.271317 0.00 -0.10 0.08
H 2.049368 2.230448 -0.963654 0.10 -0.14 0.14
C 4.061640 -4.084263 -3.554152 -0.02 0.02 -0.10
C 4.989511 -2.933367 -3.175219 0.04 -0.04 0.09
C 3.995058 -1.812877 -2.903196 -0.05 0.05 -0.07
O 2.808603 -2.438364 -2.411468 0.04 -0.09 0.00
C 2.884777 -3.849920 -2.617038 0.04 0.01 0.10
H 4.509142 -5.069424 -3.431023 0.01 0.00 0.02
H 3.742735 -3.981689 -4.593861 -0.01 -0.01 0.01
H 5.538512 -3.180427 -2.263619 0.00 0.01 -0.01
H 5.712112 -2.677446 -3.948639 -0.02 0.00 -0.02
H 3.747147 -1.269953 -3.821796 0.05 0.02 0.00
H 4.352005 -1.095198 -2.163602 -0.06 0.00 0.03
H 3.047251 -4.335654 -1.648092 0.00 -0.05 -0.03
H 1.937123 -4.203746 -3.026224 -0.02 0.04 0.02
C -3.384772 6.013175 -0.058959 0.01 0.09 0.01
C -2.280238 5.759570 -1.080698 -0.05 -0.11 0.00
C -1.042978 5.712100 -0.194364 -0.23 0.19 0.06
O -1.472067 5.199513 1.070785 -0.20 0.08 -0.04
C -2.899991 5.184417 1.123367 0.04 -0.09 -0.01
H -4.376318 5.719243 -0.401141 0.00 -0.02 0.00
H -3.415820 7.071954 0.208048 0.00 -0.01 0.01
H -2.437566 4.791329 -1.562773 0.02 0.01 -0.01
H -2.211854 6.519125 -1.857923 0.00 0.02 0.02
H -0.625511 6.712492 -0.043681 0.06 -0.02 -0.04
H -0.265633 5.072893 -0.590599 0.08 -0.08 -0.01
H -3.242380 4.145970 1.043904 -0.05 0.02 0.01
H -3.225052 5.582536 2.085501 0.04 -0.01 0.02
C -4.027074 -5.265983 2.408312 0.06 -0.02 0.10
C -4.649238 -3.925657 2.788942 -0.08 0.00 -0.08
C -3.482499 -2.972544 2.572932 0.10 0.00 0.05
O -2.698421 -3.527252 1.512330 -0.20 -0.06 0.07
C -3.122627 -4.868410 1.250725 -0.04 0.04 -0.10
H -4.755374 -6.026520 2.131300 -0.01 0.01 -0.01
H -3.430579 -5.650735 3.238590 0.00 -0.01 -0.01
H -5.465877 -3.683836 2.105035 0.00 0.01 0.01
H -5.036592 -3.893440 3.806041 0.02 -0.01 0.01
H -2.855528 -2.902361 3.468390 -0.04 0.02 0.03
H -3.800865 -1.967174 2.294218 0.03 0.00 -0.04
H -3.665796 -4.882026 0.299825 -0.01 -0.05 0.01
H -2.244434 -5.508388 1.156812 0.04 0.05 -0.01



# 3
15
Properties=species:S:1:pos:R:3:forces:R:3 method="wB97M-V/def2-TZVPD" e_above_lowest_kcal_mol=9.3 largest_force_ev_per_a=1.44 spin_multiplicity=1 total_charge=0 lumo_ev=0.958 e_homo_ev=-8.76
C -1.960317 1.829235 -1.139201 -1.18 0.49 -0.29
C -0.292792 -0.132748 0.065057 0.41 0.66 0.34
C 0.977179 -0.298482 0.916875 -0.07 0.52 0.73
C 1.583287 -1.648649 0.572599 -0.14 0.81 -0.78
H -1.244097 1.848859 -1.942958 0.43 0.35 -0.22
H -2.531963 2.808260 -1.088846 0.91 -1.12 0.10
H -2.681244 1.061309 -1.413050 -0.18 -0.05 0.14
H -0.898092 -1.014073 0.247377 -0.56 0.07 -0.18
H 0.062468 -0.137351 -0.967515 -0.44 0.17 -0.14
H 1.678664 0.508276 0.668848 -0.15 -0.11 0.34
H 0.725743 -0.297436 2.010166 0.34 0.31 -0.88
H 0.911271 -2.366408 0.995529 0.05 -0.93 0.08
H 1.620395 -1.729223 -0.524225 0.04 -0.30 0.41
S -1.197733 1.468175 0.436950 0.76 -0.89 0.22
Cl 3.247231 -1.899743 1.162393 -0.24 0.04 0.14



# 4
8
Properties=species:S:1:pos:R:3:forces:R:3 method="wB97M-V/def2-TZVPD" e_above_lowest_kcal_mol=8.3 largest_force_ev_per_a=1.01 spin_multiplicity=1 total_charge=+1 lumo_ev=-4.381 e_homo_ev=-15.55
O -1.659438 0.342988 -1.278826 -0.60 0.64 -0.09
H -2.555177 -0.015592 -1.472016 0.92 0.34 0.20
H -1.731798 1.306017 -1.467456 -0.03 -1.00 0.10
N 1.189471 -0.326682 0.843633 0.08 -0.01 0.06
H 1.908091 -0.679182 0.182743 -0.45 0.21 0.39
H 1.524051 0.552308 1.282823 -0.20 -0.55 -0.27
H 1.017721 -1.037822 1.579993 0.10 0.43 -0.45
H 0.307081 -0.142032 0.329103 0.18 -0.07 0.05